Arrangement a

7
Properties=species:S:1:pos:R:3:mulliken_charge:R:1 method="wB97M-V/def2-TZVPD" lumo_ev=0.01 orbital_gap_ev=8.65
N -0.60 -1.01 0.15 -0.37
Si 0.22 0.48 0.16 0.23
Br 2.36 -0.02 0.17 -0.17
H -1.60 -1.05 0.15 0.23
H -0.18 -1.85 -0.21 0.25
H -0.19 1.33 1.25 -0.06
H -0.02 2.13 -1.66 -0.10



Arrangement b

7
Properties=species:S:1:pos:R:3:mulliken_charge:R:1 method="wB97M-V/def2-TZVPD" lumo_ev=-0.95 orbital_gap_ev=9.06
N 0.59 -0.27 0.36 -0.47
Si -0.44 0.89 -0.21 0.40
H 1.51 0.03 0.38 0.21
H -1.96 0.84 0.06 -0.04
H -0.12 2.23 -0.43 -0.07
Br 0.33 -3.85 0.20 -0.34
H 0.38 -2.30 0.28 0.31



Last place for stability: arrangement b